No. 1
Density functional theory data (ωB97M-V/def2-TZVPD) for a cluster of 9 separate species, C50H126N8O17 in total at a distorted geometry.

Calculated values
- Charge: +1
- Expectation value of S²: 0.75
- Spin multiplicity: 2

```
201
C50H126N8O17 | the Open Molecules 2025 dataset | ωB97M-V/def2-TZVPD
C -8.18 -0.58 -21.23
C -9.62 -0.18 -20.90
O -9.97 0.79 -21.73
H -7.44 0.15 -20.88
H -7.92 -0.76 -22.28
H -8.00 -1.55 -20.77
H -9.60 0.40 -19.98
H -10.42 -0.89 -21.12
H -9.34 1.50 -21.62
C -16.72 -0.84 -16.42
O -17.38 -1.99 -15.79
C -16.50 -3.09 -15.56
C -16.72 -3.71 -14.15
N -16.26 -3.02 -12.91
C -17.31 -2.01 -12.55
C -16.67 -1.09 -11.53
O -16.01 0.05 -11.98
C -17.03 0.94 -12.41
H -16.00 -0.38 -15.74
H -17.53 -0.12 -16.60
H -16.12 -1.13 -17.28
H -15.46 -2.79 -15.62
H -16.58 -3.72 -16.45
H -16.14 -4.62 -14.26
H -17.78 -3.90 -14.00
H -15.51 -2.35 -12.98
H -18.28 -2.43 -12.27
H -17.71 -1.40 -13.35
H -15.92 -1.68 -11.00
H -17.37 -1.01 -10.70
H -17.84 0.56 -13.03
H -16.54 1.80 -12.87
H -17.59 1.37 -11.58
C -14.86 -2.72 -28.28
O -14.01 -1.77 -29.00
C -14.12 -0.42 -28.52
C -13.07 0.52 -29.18
N -11.82 0.42 -28.48
C -10.68 -0.30 -29.16
C -9.37 -0.09 -28.38
O -8.33 -1.01 -28.83
C -7.30 -1.18 -27.90
H -15.92 -2.50 -28.39
H -14.61 -2.56 -27.23
H -14.56 -3.75 -28.47
H -14.09 -0.38 -27.43
H -15.12 -0.11 -28.80
H -13.35 1.57 -29.19
H -12.97 0.34 -30.25
H -11.80 0.53 -27.48
H -10.58 -0.09 -30.23
H -10.84 -1.38 -29.14
H -9.55 -0.39 -27.34
H -9.09 0.95 -28.29
H -7.00 -0.24 -27.44
H -6.42 -1.59 -28.39
H -7.60 -1.90 -27.14
C -17.68 0.93 -20.45
O -19.02 0.75 -20.71
C -19.38 -0.62 -20.87
C -18.71 -1.22 -22.13
N -19.26 -0.68 -23.34
C -18.44 -1.11 -24.56
C -18.94 -0.30 -25.75
O -18.06 -0.72 -26.82
C -18.28 -0.21 -28.17
H -17.38 0.54 -19.48
H -17.75 2.02 -20.39
H -16.98 0.68 -21.25
H -20.47 -0.72 -20.84
H -18.88 -1.20 -20.09
H -18.94 -2.27 -22.27
H -17.64 -1.07 -22.04
H -19.27 0.32 -23.28
H -18.58 -2.16 -24.85
H -17.38 -0.98 -24.38
H -18.85 0.76 -25.52
H -19.97 -0.53 -26.01
H -17.36 -0.14 -28.76
H -18.76 0.74 -27.96
H -19.04 -0.87 -28.58
C -13.98 1.69 -22.49
O -14.01 1.23 -23.90
C -13.39 -0.05 -24.14
C -14.43 -1.25 -24.20
N -15.09 -1.66 -22.92
C -14.14 -2.19 -21.93
C -14.73 -2.33 -20.49
O -14.97 -1.10 -19.83
C -13.77 -0.55 -19.27
H -14.33 2.72 -22.44
H -12.99 1.59 -22.04
H -14.80 1.12 -22.04
H -12.58 -0.23 -23.43
H -12.87 -0.06 -25.10
H -13.95 -2.13 -24.62
H -15.15 -0.98 -24.97
H -15.29 -0.89 -22.30
H -13.30 -1.54 -21.71
H -13.91 -3.13 -22.43
H -14.05 -3.00 -19.97
H -15.67 -2.83 -20.72
H -13.84 0.52 -19.07
H -12.83 -0.58 -19.83
H -13.55 -1.12 -18.37
C -8.11 3.47 -20.88
O -7.92 2.54 -22.01
C -7.28 3.13 -23.10
C -7.36 2.16 -24.35
N -8.73 1.68 -24.86
C -9.62 2.81 -25.03
C -10.90 2.44 -25.78
O -11.68 3.63 -25.64
C -12.98 3.40 -26.17
H -7.21 3.69 -20.30
H -8.83 3.04 -20.18
H -8.56 4.40 -21.22
H -6.23 3.39 -22.99
H -7.85 3.95 -23.55
H -6.71 1.32 -24.11
H -6.91 2.67 -25.20
H -9.12 0.94 -24.30
H -9.08 3.56 -25.60
H -9.93 3.24 -24.07
H -11.34 1.57 -25.31
H -10.67 2.14 -26.80
H -13.65 4.24 -25.99
H -13.39 2.54 -25.64
H -13.02 3.12 -27.22
C -12.92 -5.99 -21.27
O -12.04 -6.76 -20.50
C -12.12 -8.16 -20.83
C -11.46 -8.35 -22.12
N -11.46 -9.63 -22.80
C -12.72 -9.97 -23.41
C -12.91 -9.24 -24.81
O -13.41 -7.90 -24.75
C -13.10 -7.07 -25.80
H -13.09 -5.01 -20.82
H -13.84 -6.51 -21.52
H -12.48 -5.69 -22.22
H -13.16 -8.47 -20.92
H -11.80 -8.82 -20.03
H -10.42 -8.02 -22.07
H -11.89 -7.64 -22.84
H -10.63 -9.91 -23.30
H -13.63 -10.10 -22.83
H -12.58 -11.05 -23.54
H -13.61 -9.81 -25.41
H -11.96 -9.33 -25.35
H -12.02 -7.11 -25.95
H -13.42 -6.03 -25.82
H -13.41 -7.55 -26.73
C -10.26 -1.82 -24.24
O -11.38 -2.63 -24.70
C -11.50 -2.85 -26.12
C -10.40 -3.78 -26.72
N -10.48 -4.00 -28.17
C -11.77 -4.54 -28.64
C -11.62 -5.80 -29.61
O -12.72 -5.81 -30.52
C -12.81 -6.78 -31.47
H -10.37 -1.64 -23.17
H -10.20 -0.88 -24.79
H -9.43 -2.46 -24.54
H -11.49 -1.86 -26.59
H -12.48 -3.26 -26.37
H -10.59 -4.70 -26.16
H -9.37 -3.52 -26.49
H -9.79 -4.64 -28.52
H -12.11 -3.64 -29.16
H -12.43 -4.90 -27.85
H -11.56 -6.72 -29.04
H -10.74 -5.63 -30.22
H -11.92 -7.25 -31.92
H -13.41 -6.47 -32.33
H -13.37 -7.60 -31.03
C -13.85 3.44 -19.82
O -13.95 3.17 -18.49
C -15.04 3.78 -17.68
C -14.71 3.49 -16.18
N -14.66 2.04 -16.04
C -13.99 1.63 -14.80
C -12.43 1.44 -14.96
O -12.38 0.34 -15.87
C -11.06 -0.15 -16.13
H -13.45 4.45 -19.95
H -14.86 3.32 -20.21
H -13.04 2.85 -20.24
H -15.97 3.27 -17.92
H -15.07 4.84 -17.91
H -15.48 3.84 -15.50
H -13.77 3.99 -15.95
H -14.05 1.75 -16.79
H -14.41 0.76 -14.31
H -14.00 2.46 -14.09
H -12.04 1.04 -14.03
H -11.98 2.37 -15.31
H -10.60 -0.52 -15.21
H -10.34 0.52 -16.60
H -11.13 -1.06 -16.71
```

No. 2
Density functional theory data (ωB97M-V/def2-TZVPD) for a cluster of 11 separate species, C50H129N7O18 in total at a distorted geometry.

Calculated values
- SMILES string: COCCNCCOC.COCCNCCOC.COCCNCCOC.COCCNCCOC.COCCNCCOC.COCCNCCOC.COCCNCCOC.CCO.CCO.CCO.CCO
- Energy above the lowest of the compared OMol25 structures with the same formula, charge and spin: 0.000 eV

```
204
C50H129N7O18 | the Open Molecules 2025 dataset | ωB97M-V/def2-TZVPD
C -8.16 3.03 0.80
O -7.10 2.61 1.62
C -5.94 2.46 0.90
C -4.71 2.53 1.75
N -3.59 2.16 0.90
C -2.33 2.15 1.57
C -1.78 3.54 1.88
O -2.42 4.28 2.88
C -2.09 3.83 4.19
H -8.12 2.43 -0.12
H -8.09 4.09 0.57
H -9.12 2.90 1.27
H -5.88 3.28 0.13
H -5.94 1.47 0.40
H -4.82 1.83 2.59
H -4.58 3.52 2.17
H -3.56 2.73 0.08
H -1.56 1.67 0.98
H -2.47 1.53 2.47
H -1.81 4.13 0.94
H -0.68 3.52 2.13
H -2.60 2.87 4.38
H -2.38 4.59 4.89
H -1.00 3.66 4.33
C -1.87 -2.96 5.51
O -0.90 -3.09 4.45
C 0.29 -3.73 4.89
C 1.01 -4.19 3.62
N 0.09 -5.05 2.87
C 0.71 -5.72 1.76
C -0.28 -6.65 1.05
O 0.51 -7.40 0.16
C -0.23 -8.43 -0.46
H -2.10 -3.92 5.98
H -2.80 -2.47 5.17
H -1.39 -2.29 6.29
H 0.06 -4.66 5.49
H 0.89 -3.06 5.54
H 1.94 -4.70 3.86
H 1.30 -3.33 3.01
H -0.68 -4.45 2.54
H 1.46 -6.39 2.17
H 1.21 -5.08 0.99
H -1.04 -6.05 0.49
H -0.85 -7.34 1.68
H -0.98 -8.10 -1.17
H -0.70 -9.00 0.34
H 0.43 -9.13 -0.99
C 3.09 -1.24 -3.12
O 3.40 0.13 -3.41
C 2.43 0.92 -2.77
C 2.63 2.35 -3.26
N 2.37 2.46 -4.68
C 2.73 3.80 -5.13
C 2.39 3.95 -6.65
O 3.11 2.91 -7.32
C 2.69 2.77 -8.67
H 3.83 -1.89 -3.59
H 2.09 -1.47 -3.47
H 3.08 -1.42 -2.05
H 2.59 0.85 -1.65
H 1.41 0.50 -2.97
H 3.66 2.64 -3.01
H 2.01 3.04 -2.70
H 2.99 1.79 -5.19
H 3.81 3.98 -5.06
H 2.22 4.52 -4.49
H 2.69 4.95 -7.00
H 1.33 3.89 -6.86
H 2.65 3.76 -9.12
H 1.73 2.24 -8.72
H 3.44 2.22 -9.23
C 1.50 3.03 0.38
O 0.87 4.31 0.37
C 1.28 5.19 1.37
C 0.32 6.39 1.30
N 0.54 7.29 2.38
C -0.14 8.55 2.31
C 0.58 9.53 3.17
O -0.16 10.68 3.51
C -0.31 11.52 2.42
H 2.55 3.08 0.72
H 1.34 2.58 -0.60
H 0.97 2.39 1.08
H 2.36 5.44 1.30
H 1.13 4.74 2.36
H -0.67 5.97 1.23
H 0.55 6.91 0.34
H 0.42 6.94 3.32
H -1.18 8.48 2.63
H -0.21 8.88 1.27
H 1.56 9.77 2.75
H 0.92 9.02 4.08
H -1.02 12.29 2.71
H -0.69 10.99 1.51
H 0.57 12.01 2.04
C -5.53 -4.65 -6.32
O -5.17 -3.29 -6.16
C -3.79 -3.00 -6.55
C -2.95 -3.06 -5.35
N -1.53 -3.05 -5.71
C -0.60 -2.94 -4.55
C -0.27 -4.28 -3.92
O 0.83 -4.03 -3.04
C 1.00 -5.09 -2.13
H -5.48 -5.14 -7.28
H -6.56 -4.74 -5.90
H -4.96 -5.26 -5.62
H -3.74 -2.02 -6.96
H -3.49 -3.66 -7.35
H -3.15 -4.00 -4.84
H -3.24 -2.22 -4.68
H -1.43 -2.31 -6.38
H -1.03 -2.40 -3.72
H 0.28 -2.35 -4.83
H 0.01 -5.12 -4.54
H -1.20 -4.53 -3.36
H 0.49 -5.99 -2.49
H 0.60 -4.89 -1.10
H 2.07 -5.27 -2.04
C 3.76 -1.21 4.79
O 4.26 -1.39 3.46
C 3.26 -0.97 2.52
C 3.63 -1.65 1.18
N 3.74 -3.08 1.34
C 4.20 -3.81 0.14
C 4.36 -5.28 0.39
O 4.61 -5.95 -0.80
C 4.21 -7.33 -0.75
H 2.98 -1.94 5.06
H 3.42 -0.17 4.95
H 4.56 -1.44 5.49
H 3.30 0.11 2.33
H 2.27 -1.13 2.90
H 4.47 -1.07 0.81
H 2.84 -1.46 0.49
H 4.49 -3.29 1.97
H 5.15 -3.46 -0.27
H 3.42 -3.73 -0.65
H 3.40 -5.66 0.77
H 5.09 -5.54 1.16
H 4.58 -7.82 -1.65
H 3.12 -7.39 -0.72
H 4.55 -7.92 0.11
C -0.38 -0.07 4.25
O 0.34 1.13 4.03
C 0.68 1.75 5.22
C 1.61 2.89 5.02
N 2.85 2.34 4.40
C 3.86 3.38 4.10
C 5.10 2.76 3.50
O 4.79 2.42 2.16
C 5.71 1.55 1.59
H 0.10 -0.84 4.84
H -0.58 -0.50 3.29
H -1.39 0.16 4.64
H 1.07 0.96 5.91
H -0.27 2.06 5.68
H 1.75 3.39 5.97
H 1.07 3.66 4.40
H 2.56 1.82 3.58
H 4.18 3.80 5.05
H 3.51 4.16 3.41
H 5.44 1.88 4.03
H 5.84 3.56 3.46
H 5.61 0.53 1.98
H 6.73 1.91 1.65
H 5.43 1.39 0.53
C -4.35 -1.42 -2.27
C -4.63 -0.76 -0.97
O -3.39 -0.27 -0.45
H -3.94 -2.42 -2.16
H -3.71 -0.76 -2.85
H -5.26 -1.55 -2.85
H -5.09 -1.46 -0.25
H -5.37 0.05 -1.13
H -3.54 0.55 0.10
C -1.44 0.29 -4.42
C -1.29 1.69 -5.13
O -0.42 2.51 -4.40
H -2.12 -0.34 -5.01
H -1.81 0.44 -3.39
H -0.49 -0.20 -4.30
H -2.27 2.21 -5.26
H -0.95 1.58 -6.16
H 0.53 2.25 -4.61
C -4.50 -3.62 1.59
C -3.11 -2.93 1.60
O -2.12 -3.76 0.96
H -4.74 -3.96 0.61
H -5.24 -2.95 1.95
H -4.42 -4.52 2.19
H -2.79 -2.70 2.63
H -3.17 -1.94 1.08
H -1.65 -3.28 0.28
C 0.14 -0.81 0.46
C -0.07 -1.32 -0.94
O -1.30 -2.04 -1.13
H -0.71 -0.15 0.68
H 1.09 -0.28 0.44
H 0.20 -1.60 1.22
H 0.71 -2.03 -1.23
H -0.02 -0.49 -1.65
H -2.01 -1.45 -0.82
```

| no. | total energy (hartree) |
| --- | --- |
| 1 | -3696.8138 |
| 2 | -3719.6699 |